Record 1
The following is a DFT calculation (wB97M-V/def2-TZVPD) of 3 unconnected molecules or ions with the total composition CH6O4 in a non-equilibrium geometry.

Output
Energy: -342.65878 Ha
Highest occupied orbital energy: -10.75 eV

Geometry (Å):
O  -1.939  0.527  0.248
C  -1.181  0.172  -0.600
O  -0.299  -0.810  -0.386
H  -1.149  0.580  -1.621
H  0.570  -0.755  -0.807
O  2.397  -1.146  -1.772
H  2.784  -0.769  -2.568
H  3.060  -1.013  -1.084
O  0.240  1.360  2.421
H  -0.153  1.253  3.290
H  0.037  0.588  1.889

Just the natural (NBO) charges please, in e? Sure, here they are: atom 1 (O): -0.55, atom 2 (C): 0.65, atom 3 (O): -0.73, atom 4 (H): 0.10, atom 5 (H): 0.52, atom 6 (O): -0.96, atom 7 (H): 0.48, atom 8 (H): 0.48, atom 9 (O): -0.95, atom 10 (H): 0.47, atom 11 (H): 0.48

Record 2
The following is a DFT calculation (wB97M-V/def2-TZVPD) of 3 unconnected molecules or ions with the total composition CH6NO4 in a non-equilibrium geometry.

Output
Net charge: -1
Energy: -397.50033 Ha
Highest occupied orbital energy: -4.75 eV

Geometry (Å):
N  0.235  1.946  -1.437
C  0.302  0.662  -0.658
O  1.035  0.732  0.368
O  0.028  -0.339  -1.275
H  1.087  2.435  -1.196
H  -0.087  1.944  -2.421
H  0.809  -2.585  0.255
H  -0.331  -1.807  -0.253
O  -0.107  -2.611  0.260
H  -1.002  0.853  2.013
H  -0.710  -0.672  1.890
O  -1.358  -0.003  2.362

Just the natural (NBO) charges please, in e? Sure, here they are: atom 1 (N): -0.97, atom 2 (C): 0.88, atom 3 (O): -0.82, atom 4 (O): -0.78, atom 5 (H): 0.37, atom 6 (H): 0.36, atom 7 (H): 0.46, atom 8 (H): 0.51, atom 9 (O): -0.99, atom 10 (H): 0.48, atom 11 (H): 0.50, atom 12 (O): -0.99

Record 3
The following is a DFT calculation (wB97M-V/def2-TZVPD) of a molecular structure, C3H5N3O.

Output
Energy: -356.76498 Ha
Highest occupied orbital energy: -9.22 eV

Geometry (Å):
N  1.999  0.034  0.245
C  0.627  0.148  -0.010
C  -0.178  1.309  0.208
N  -1.443  0.752  0.202
C  -1.504  -0.640  0.118
O  -2.483  -1.353  0.135
N  -0.175  -1.000  -0.016
H  2.519  -0.437  -0.485
H  2.400  0.947  0.428
H  0.395  0.900  -1.006
H  -2.290  1.298  0.220
H  0.132  -1.958  -0.040

Just the natural (NBO) charges please, in e? Sure, here they are: atom 1 (N): -0.80, atom 2 (C): 0.13, atom 3 (C): -0.07, atom 4 (N): -0.63, atom 5 (C): 0.76, atom 6 (O): -0.62, atom 7 (N): -0.62, atom 8 (H): 0.37, atom 9 (H): 0.40, atom 10 (H): 0.23, atom 11 (H): 0.42, atom 12 (H): 0.43

Calculated orbital gap (eV), listed in the same order as above: 10.99, 9.01, 9.78
Calculated energy relative to the best compared isomer or geometry (same formula, charge and spin) (eV), listed in the same order as above: 0.695, 0.928, 2.514